one:
Computed, not measured: a single H4N2S2 molecule, with ωB97M-V/def2-TZVPD.

Structure (ORCA input):
```
! wB97M-V def2-TZVPD RIJCOSX def2/J DEFGRID3
* xyz 0 1
N -0.049 -0.258 1.194
N 0.320 -0.227 -0.126
S 0.215 1.471 -0.688
S -0.192 -1.537 -1.198
H -0.759 0.439 1.466
H 0.713 -0.294 1.945
H -1.124 1.706 -0.820
H 0.878 -1.299 -1.774
*
```

Kohn-Sham gap   9.0 eV
SMILES   NN(S)S


two:
Computed, not measured: a molecular structure, H4N2S2, with ωB97M-V/def2-TZVPD.

Structure (ORCA input):
```
! wB97M-V def2-TZVPD RIJCOSX def2/J DEFGRID3
* xyz 0 1
N 1.330 1.128 0.730
N -1.386 -0.057 -0.655
S -0.503 0.751 0.389
S -1.361 -1.619 -0.851
H 1.742 0.404 1.249
H 1.831 1.118 -0.221
H -0.261 -0.091 1.477
H -1.394 -1.633 -2.117
*
```

Kohn-Sham gap   8.3 eV


Short version: one is the most stable of them.


one:
Computed, not measured: 2 unconnected molecules or ions with the total composition C3H10NO, with ωB97M-V/def2-TZVPD.

Structure (ORCA input):
```
! wB97M-V def2-TZVPD RIJCOSX def2/J DEFGRID3
* xyz 0 2
C 2.442 0.369 -1.247
O 1.538 0.911 -0.292
H 2.265 0.808 -2.231
H 2.268 -0.695 -1.265
H 3.473 0.517 -0.913
H 1.439 1.858 -0.443
C -1.386 -1.002 0.525
C -2.583 -0.808 -0.129
N -0.589 0.119 1.199
H -0.746 -1.865 0.415
H -2.727 -1.354 -1.061
H -3.413 -0.154 0.106
H -0.461 -0.195 2.152
H -1.151 0.965 1.240
H 0.316 0.303 0.713
*
```

Kohn-Sham gap (alpha / beta)   4.3 / 7.7 eV


two:
Computed, not measured: 2 unconnected molecules or ions with the total composition C3H10NO, with ωB97M-V/def2-TZVPD.

Structure (ORCA input):
```
! wB97M-V def2-TZVPD RIJCOSX def2/J DEFGRID3
* xyz 0 2
C -0.998 -1.217 1.426
C -0.247 -1.486 0.151
C 0.710 -0.664 -0.296
N 1.478 0.181 0.822
H -0.723 -0.225 1.811
H -2.096 -1.286 1.250
H -0.792 -1.850 2.224
H -0.371 -2.419 -0.333
H 1.335 -0.794 -1.144
H 1.789 -0.188 1.845
H 2.149 0.919 0.504
H 0.536 0.561 1.015
H -0.909 1.932 -2.779
H -1.289 3.263 -1.998
O -0.845 2.377 -1.979
*
```

Kohn-Sham gap (alpha / beta)   5.1 / 9.2 eV


Short version: one is the most stable of them.


one:
Computed, not measured: a single C4H10OSi molecule, with ωB97M-V/def2-TZVPD.

Structure (ORCA input):
```
! wB97M-V def2-TZVPD RIJCOSX def2/J DEFGRID3
* xyz 0 1
C 1.557 0.042 -0.217
C 1.765 0.715 1.094
C -1.163 -0.724 0.991
C -1.264 0.426 -1.667
O 2.460 -0.085 -1.022
Si -0.137 -0.798 -0.597
H 0.869 1.293 1.316
H 1.739 -0.006 1.801
H 2.603 1.362 1.263
H -1.490 0.317 0.998
H -2.061 -1.375 0.777
H -0.620 -0.977 1.833
H -1.240 1.411 -1.194
H -0.945 0.536 -2.672
H -2.316 0.047 -1.817
H 0.243 -2.186 -0.887
*
```

Kohn-Sham gap   9.7 eV
SMILES   CC(=O)[SiH](C)C


two:
Computed, not measured: 2 unconnected molecules or ions with the total composition C4H10OSi, with ωB97M-V/def2-TZVPD.

Structure (ORCA input):
```
! wB97M-V def2-TZVPD RIJCOSX def2/J DEFGRID3
* xyz 0 1
C -3.775 0.747 -1.238
C -2.945 0.355 -0.441
C 1.141 -0.449 1.958
C 0.761 0.964 -0.844
O 2.222 -1.483 -0.539
Si 1.013 -0.631 0.158
H -0.131 -1.412 -0.196
H -4.397 1.412 -1.782
H -2.092 -0.186 -0.116
H 0.298 0.125 2.200
H 1.460 -1.273 2.482
H 1.918 0.261 2.175
H 1.550 1.682 -0.649
H 0.955 0.763 -1.815
H -0.206 1.565 -0.850
H 2.228 -2.440 -0.503
*
```

Kohn-Sham gap   11.3 eV
SMILES   C[SiH](C)O.C#C


Short version: one is the most stable of them.


one:
Computed, not measured: 2 unconnected molecules or ions with the total composition C2H10N3O, with ωB97M-V/def2-TZVPD.

Structure (ORCA input):
```
! wB97M-V def2-TZVPD RIJCOSX def2/J DEFGRID3
* xyz 1 1
C -1.503 -1.443 -0.185
N -0.554 -0.713 0.672
C -0.230 0.575 0.597
N 0.207 1.218 1.677
N -0.326 1.204 -0.578
H -1.260 -2.494 -0.093
H -1.416 -1.098 -1.211
H -2.505 -1.258 0.185
H -0.134 -1.247 1.426
H 0.134 0.811 2.591
H 0.445 2.194 1.664
H -0.296 2.199 -0.691
H -0.316 0.636 -1.419
H 2.056 0.065 -1.027
H 2.731 -1.038 -1.822
O 1.860 -0.631 -1.676
*
```

Kohn-Sham gap   11.6 eV


two:
Computed, not measured: 2 unconnected molecules or ions with the total composition C2H10N3O, with ωB97M-V/def2-TZVPD.

Structure (ORCA input):
```
! wB97M-V def2-TZVPD RIJCOSX def2/J DEFGRID3
* xyz 1 1
C -2.452 -0.341 -0.800
N -1.570 0.307 0.208
C -0.258 0.299 0.375
N 0.329 0.957 1.391
N 0.437 -0.705 -0.206
H -2.262 -1.394 -0.883
H -2.314 0.299 -1.671
H -3.477 -0.255 -0.382
H -2.009 0.987 0.813
H 1.278 0.701 1.599
H -0.122 1.768 1.776
H 1.450 -0.625 -0.326
H 0.018 -1.079 -1.046
H 3.769 -0.074 -1.033
H 3.897 -0.613 0.408
O 3.286 -0.230 -0.222
*
```

Kohn-Sham gap   11.7 eV


Short version: two is the most stable of them.


one:
Computed, not measured: a single C7H17N molecule, with ωB97M-V/def2-TZVPD.

Structure (ORCA input):
```
! wB97M-V def2-TZVPD RIJCOSX def2/J DEFGRID3
* xyz 0 1
C 0.538 1.313 0.206
C -0.083 2.725 0.304
C -1.351 2.894 1.113
C -0.497 0.363 -0.380
N -0.151 -1.049 -0.179
C 1.185 -1.476 -0.651
C 1.619 -2.712 0.177
C -1.159 -1.991 -0.556
H 1.462 1.379 -0.384
H 0.896 0.908 1.161
H 0.629 3.548 0.460
H -0.216 2.928 -0.775
H -1.763 1.939 1.410
H -1.295 3.540 2.005
H -2.081 3.561 0.627
H -1.475 0.357 0.135
H -0.775 0.631 -1.416
H 1.199 -1.659 -1.730
H 1.945 -0.696 -0.527
H 0.724 -3.180 0.582
H 2.139 -3.495 -0.362
H 2.118 -2.337 1.071
H -2.067 -1.471 -0.859
H -0.934 -2.763 -1.304
H -1.338 -2.780 0.228
*
```

Kohn-Sham gap   9.3 eV
SMILES   CCCCN(C)CC


two:
Computed, not measured: a molecular structure, C7H17N, with ωB97M-V/def2-TZVPD.

Structure (ORCA input):
```
! wB97M-V def2-TZVPD RIJCOSX def2/J DEFGRID3
* xyz 0 1
C 0.871 -1.017 -1.943
C 1.450 -1.875 -3.551
C -0.151 -0.038 -2.300
N 0.009 0.778 2.859
C 0.647 -0.554 2.854
C -0.814 0.432 0.510
C -1.124 0.906 1.903
C -1.314 2.482 1.959
H 1.695 -0.713 -1.371
H 0.806 -2.091 -1.332
H 0.386 -2.069 -3.804
H 2.192 -2.801 -3.489
H 1.856 -0.986 -4.100
H -1.037 -0.393 -2.628
H 0.298 0.806 -2.849
H 1.598 -0.675 3.340
H -0.101 -1.214 3.305
H 0.880 -1.088 1.885
H -0.084 1.085 0.006
H -0.382 -0.522 0.273
H -1.591 0.490 -0.179
H -2.047 0.451 2.349
H -2.230 2.605 2.614
H -0.465 2.855 2.574
H -1.348 3.145 1.115
*
```

Kohn-Sham gap   3.2 eV


Short version: one is the most stable of them.


one:
Computed, not measured: 2 unconnected molecules or ions with the total composition C3H9N2O2P, with ωB97M-V/def2-TZVPD.

Structure (ORCA input):
```
! wB97M-V def2-TZVPD RIJCOSX def2/J DEFGRID3
* xyz 0 1
C -1.372 -0.682 0.878
C -2.353 -1.025 -0.283
C 3.405 -0.101 0.191
N -0.204 2.057 -0.936
N 2.458 0.291 0.991
O -0.186 -0.151 0.312
O -2.090 0.050 -1.185
P -0.516 0.376 -1.268
H -1.860 0.164 1.346
H -1.110 -1.610 1.489
H -2.190 -1.985 -0.813
H -3.426 -1.058 0.181
H 3.371 -1.043 -0.485
H 4.391 0.377 0.100
H 0.249 1.756 0.174
H -0.092 2.654 -1.826
H 1.524 -0.070 1.133
*
```

Kohn-Sham gap   9.5 eV
SMILES   NP1OCCO1.C=N


two:
Computed, not measured: a single C3H9N2O2P molecule, with ωB97M-V/def2-TZVPD.

Structure (ORCA input):
```
! wB97M-V def2-TZVPD RIJCOSX def2/J DEFGRID3
* xyz 0 1
C -2.229 0.217 0.564
C -1.738 -0.653 -0.616
C 2.473 -0.774 0.005
N 1.163 2.009 -0.547
N 1.191 -0.483 0.643
O -1.126 0.974 0.864
O -0.577 -0.043 -1.198
P 0.259 0.806 -0.042
H -2.939 0.879 0.280
H -2.543 -0.455 1.435
H -1.587 -1.705 -0.353
H -2.527 -0.811 -1.459
H 3.353 -1.124 0.655
H 2.341 -1.636 -0.706
H 2.575 0.185 -0.583
H 0.795 2.966 -0.577
H 1.117 -0.354 1.635
*
```

Kohn-Sham gap   10.0 eV
SMILES   CNP1(=N)OCCO1


Short version: two is the most stable of them.


one:
Computed, not measured: 2 unconnected molecules or ions with the total composition C6H16, with ωB97M-V/def2-TZVPD.

Structure (ORCA input):
```
! wB97M-V def2-TZVPD RIJCOSX def2/J DEFGRID3
* xyz 1 2
C 2.232 -1.807 -1.111
C 1.686 -1.623 -2.546
H 3.106 -1.243 -1.126
H 1.540 -1.371 -0.399
H 2.361 -2.881 -0.975
H 1.473 -0.645 -2.901
H 0.763 -2.181 -2.965
H 2.434 -2.156 -3.233
C -0.829 0.581 1.021
C -1.619 0.617 2.256
C -1.867 0.676 -0.251
C 0.243 1.691 0.916
H -0.390 -0.359 1.041
H -1.975 -0.393 2.596
H -2.584 1.219 2.175
H -2.425 1.693 -0.133
H -1.288 0.759 -1.130
H -2.435 -0.230 -0.257
H 0.830 1.850 1.818
H 0.778 1.466 -0.043
H -0.221 2.658 0.691
H -1.044 0.996 3.128
*
```

Kohn-Sham gap (alpha / beta)   11.2 / 3.3 eV


two:
Computed, not measured: 2 unconnected molecules or ions with the total composition C6H16, with ωB97M-V/def2-TZVPD.

Structure (ORCA input):
```
! wB97M-V def2-TZVPD RIJCOSX def2/J DEFGRID3
* xyz 1 2
C -1.866 2.993 -0.616
C -1.783 1.704 -1.429
C -2.790 0.640 -0.856
H -2.033 2.818 0.446
H -1.003 3.641 -0.758
H -2.792 3.552 -0.814
H -1.994 1.851 -2.478
H -0.834 1.168 -1.348
H -2.880 -0.195 -1.551
H -3.758 1.108 -0.701
H -2.321 0.184 0.012
C 3.071 -0.859 1.166
C 1.943 -1.910 1.563
C 1.474 -2.525 0.236
H 2.583 -0.043 0.621
H 3.575 -0.607 2.103
H 3.820 -1.223 0.456
H 2.499 -2.696 2.110
H 1.107 -1.563 2.166
H 0.579 -3.144 0.488
H 2.320 -3.015 -0.250
H 1.084 -1.878 -0.566
*
```

Kohn-Sham gap (alpha / beta)   10.5 / 2.9 eV


Short version: two is the most stable of them.


one:
Computed, not measured: a single C4H6FNOS molecule, with ωB97M-V/def2-TZVPD.

Structure (ORCA input):
```
! wB97M-V def2-TZVPD RIJCOSX def2/J DEFGRID3
* xyz 0 1
C 1.613 1.521 0.307
C 0.345 0.821 -0.144
C -1.109 -0.973 -1.012
C -2.018 -0.794 0.036
H 1.521 2.486 0.313
H 1.962 1.094 1.260
H 2.409 1.422 -0.427
H 0.509 -2.340 1.244
H -1.042 -1.468 -2.059
H -3.269 -0.888 0.004
N 0.168 -0.621 -0.451
O -0.593 1.431 -0.554
F -1.810 0.030 1.262
S 1.314 -1.722 0.221
*
```

Kohn-Sham gap   9.5 eV
SMILES   CC(=O)N(S)/C=C\F


two:
Computed, not measured: a single C4H6FNOS molecule, with ωB97M-V/def2-TZVPD.

Structure (ORCA input):
```
! wB97M-V def2-TZVPD RIJCOSX def2/J DEFGRID3
* xyz 0 1
C 0.941 0.120 0.130
C 1.646 -1.206 0.184
C -1.707 -0.458 -0.294
C -2.937 -0.039 -0.516
H 0.081 2.243 -0.041
H 2.593 -1.108 -0.364
H 1.812 -1.495 1.231
H -1.259 -1.336 -0.803
H -3.574 -0.582 -1.207
H -3.377 0.826 -0.055
N 1.558 1.088 -0.442
O 0.992 2.298 -0.480
F 0.854 -2.184 -0.408
S -0.654 0.288 0.926
*
```

Kohn-Sham gap   10.1 eV
SMILES   C=CS/C(CF)=N\O


Short version: two is the most stable of them.


one:
Computed, not measured: a molecular structure, Br2H2N2O2S, with ωB97M-V/def2-TZVPD.

Structure (ORCA input):
```
! wB97M-V def2-TZVPD RIJCOSX def2/J DEFGRID3
* xyz 0 1
N 1.236 0.878 0.164
N -2.321 0.580 -2.770
O 0.761 -0.800 -1.757
O 2.227 1.126 -2.232
S 1.180 0.529 -1.471
Br -1.077 1.768 -2.457
Br -3.763 0.558 -1.608
H 1.129 1.789 0.437
H 1.181 0.154 0.947
*
```

Kohn-Sham gap (alpha / beta)   6.9 / 8.3 eV


two:
Computed, not measured: a molecular structure, Br2H2N2O2S, with ωB97M-V/def2-TZVPD.

Structure (ORCA input):
```
! wB97M-V def2-TZVPD RIJCOSX def2/J DEFGRID3
* xyz 0 1
N 1.048 0.310 -0.333
N -1.321 0.966 1.297
O 1.241 -1.996 0.594
O 0.173 -1.646 -1.664
S 0.484 -1.239 -0.321
Br -1.731 -0.599 0.468
Br -1.436 2.430 0.122
H 0.422 0.986 -0.756
H 1.120 0.789 0.593
*
```

Kohn-Sham gap (alpha / beta)   7.5 / 7.5 eV


Short version: two is the most stable of them.


one:
Computed, not measured: 2 unconnected molecules or ions with the total composition C6H10O, with ωB97M-V/def2-TZVPD.

Structure (ORCA input):
```
! wB97M-V def2-TZVPD RIJCOSX def2/J DEFGRID3
* xyz 1 2
O 2.005 -0.510 1.110
C 1.108 -0.894 1.805
C -0.084 -0.011 2.172
H 1.112 -1.888 2.296
H 0.136 0.671 2.990
H -0.859 -0.679 2.561
H -0.467 0.453 1.272
C -0.216 -1.526 -1.864
C -0.646 -0.261 -1.546
C 0.156 0.830 -1.146
C -0.409 2.078 -1.056
H 0.814 -1.855 -1.760
H -0.850 -2.268 -2.333
H -1.703 -0.059 -1.702
H 1.198 0.706 -0.870
H 0.165 2.923 -0.693
H -1.457 2.291 -1.234
*
```

Kohn-Sham gap (alpha / beta)   7.9 / 5.0 eV


two:
Computed, not measured: a molecular structure, C6H10O, with ωB97M-V/def2-TZVPD.

Structure (ORCA input):
```
! wB97M-V def2-TZVPD RIJCOSX def2/J DEFGRID3
* xyz 1 2
C 2.344 -0.828 -0.227
C 2.580 -2.042 0.331
C 0.159 -0.134 0.826
C 1.328 0.098 0.142
C -1.730 1.257 0.093
C -0.839 0.819 1.170
H 3.209 -0.389 -0.763
H 3.413 -2.429 -0.255
H 2.263 -2.446 1.299
H 0.171 -1.227 1.027
H 1.429 1.417 -0.409
H -2.373 2.120 0.237
H -1.317 1.332 -0.938
H -1.107 1.148 2.178
H -2.427 0.390 -0.104
H -3.899 0.457 -2.648
O -3.203 0.459 -1.959
*
```

Kohn-Sham gap (alpha / beta)   6.9 / 6.9 eV


Short version: one is the most stable of them.


one:
Computed, not measured: a gas-phase ion, C6H13IN (charge +1), with ωB97M-V/def2-TZVPD.

Structure (ORCA input):
```
! wB97M-V def2-TZVPD RIJCOSX def2/J DEFGRID3
* xyz 1 1
C 0.036 -1.980 0.178
C 1.348 -1.297 -0.037
C -0.934 -0.783 0.462
C 1.214 0.183 0.304
C -0.631 0.799 -1.366
C -0.648 1.642 0.817
N -0.225 0.482 0.028
I 2.614 1.596 -0.617
H -0.468 -2.391 -0.690
H -0.079 -2.755 0.866
H 2.303 -1.704 0.466
H 1.523 -1.295 -1.038
H -1.796 -0.682 -0.100
H -1.079 -0.814 1.537
H 1.469 0.279 1.284
H -0.444 1.801 -1.645
H -0.134 0.099 -2.016
H -1.806 0.869 -1.465
H 0.094 2.460 0.594
H -1.719 1.960 0.484
H -0.639 1.531 1.954
*
```

Kohn-Sham gap   10.2 eV
SMILES   C[N+]1(C)CCC[C@H]1I


two:
Computed, not measured: a molecular structure, C6H13IN, with ωB97M-V/def2-TZVPD.

Structure (ORCA input):
```
! wB97M-V def2-TZVPD RIJCOSX def2/J DEFGRID3
* xyz 1 1
C -1.937 1.716 0.396
C -0.987 2.293 -0.329
C -0.749 -2.189 0.500
C 0.229 -1.052 0.786
C 1.592 0.864 -0.058
C 0.887 -0.404 -0.300
N 0.812 -0.843 -1.502
I 3.679 0.176 -0.125
H -2.265 2.009 1.386
H -2.501 0.898 -0.063
H -0.337 3.027 0.254
H -0.228 -3.076 0.161
H -1.180 -2.507 1.427
H -1.557 -1.855 -0.243
H -0.343 -0.188 1.431
H 1.080 -1.273 1.497
H 1.307 1.479 -0.793
H 1.500 1.222 0.902
H 0.301 -1.815 -1.784
H 1.428 -0.472 -2.221
H -0.732 1.987 -1.322
*
```

Kohn-Sham gap   9.0 eV


Short version: one is the most stable of them.


one:
Computed, not measured: 2 unconnected molecules or ions with the total composition C5H17N3Si, with ωB97M-V/def2-TZVPD.

Structure (ORCA input):
```
! wB97M-V def2-TZVPD RIJCOSX def2/J DEFGRID3
* xyz 0 1
C -1.897 2.427 -0.139
C -0.909 -2.382 0.431
C -2.315 -0.844 -0.677
C 2.207 -1.127 -0.761
C 2.854 1.121 0.197
N -0.513 1.891 -0.371
N -0.913 -1.066 -0.222
N 1.766 0.155 -0.200
Si 0.079 0.328 0.219
H -2.402 1.859 0.529
H -1.748 3.335 0.480
H -2.376 2.704 -1.045
H 0.021 -2.371 0.994
H -1.897 -2.355 1.108
H -0.851 -3.152 -0.220
H -3.151 -0.852 0.042
H -2.294 0.101 -1.032
H -2.485 -1.518 -1.400
H 1.396 -1.764 -0.776
H 2.421 -0.944 -1.731
H 3.022 -1.433 -0.127
H 3.261 1.611 -0.797
H 2.351 1.709 0.866
H 3.592 0.406 0.675
H 0.173 2.604 -0.143
H 0.590 0.986 2.410
*
```

Kohn-Sham gap   8.5 eV


two:
Computed, not measured: 2 unconnected molecules or ions with the total composition C5H17N3Si, with ωB97M-V/def2-TZVPD.

Structure (ORCA input):
```
! wB97M-V def2-TZVPD RIJCOSX def2/J DEFGRID3
* xyz 0 1
C -2.531 1.056 0.288
C 1.883 -2.293 0.247
C -2.994 -0.312 -0.065
C 2.674 -0.967 0.374
C -2.090 -0.923 -1.090
N 1.678 1.161 -1.716
N 0.504 2.439 1.038
N 1.782 0.079 0.961
Si 0.973 1.099 -0.079
H -3.056 1.476 1.191
H -1.546 0.962 0.547
H -2.552 1.793 -0.470
H 1.138 -2.445 -0.541
H 2.531 -3.072 0.164
H 1.510 -2.421 1.153
H -3.114 -0.822 0.843
H -3.991 -0.236 -0.589
H 3.467 -1.253 1.109
H 2.906 -0.576 -0.683
H -1.916 -0.198 -1.944
H -2.219 -1.979 -1.157
H 1.172 0.444 -2.309
H 1.609 1.984 -2.240
H -0.486 2.601 1.108
H 0.971 2.408 1.939
H 1.698 -0.004 1.919
*
```

Kohn-Sham gap (alpha / beta)   8.3 / 6.4 eV


Short version: two is the most stable of them.